(1)
ORCA calculation (ωB97M-V/def2-TZVPD) on a 11-piece molecular cluster, C29H52Cl10O15 overall.

```
106
Properties=species:S:1:pos:R:3:forces:R:3:lowdin_charge:R:1
C 8.179848 15.947929 17.091003 0.48 1.09 -1.69 -1.055
Cl 7.975961 17.749833 17.086291 0.40 -0.41 -0.48 0.452
Cl 7.548148 15.419210 18.587002 -0.59 -1.11 0.70 0.547
H 7.762583 15.573594 16.133259 -0.53 0.06 1.09 0.030
H 9.224594 15.681013 17.015745 0.23 0.37 0.30 -0.051
C 11.958066 15.335586 19.875540 1.06 -0.13 -0.30 -0.949
Cl 11.433767 15.221837 18.226415 -0.35 -0.48 -0.80 0.686
Cl 12.764454 13.849401 20.482773 -0.21 0.70 -0.29 0.580
H 12.660149 16.163907 19.829934 0.02 -0.17 0.76 0.028
H 11.090095 15.498724 20.457535 -0.53 0.29 0.78 0.014
C 13.674563 7.305499 15.580244 1.84 -0.57 1.02 -0.965
Cl 14.454179 7.119578 14.004528 0.05 0.37 0.11 0.512
Cl 14.509196 8.401033 16.772896 -0.08 -0.37 -0.70 0.512
H 12.728519 7.750511 15.459383 -1.15 -0.02 -0.21 -0.004
H 13.748326 6.309645 16.042379 -0.65 0.60 -0.18 0.027
C 17.135093 12.029581 18.574846 -0.34 0.95 0.08 -1.005
Cl 17.625966 11.808310 16.863900 -0.23 -0.38 0.60 0.541
Cl 18.027732 11.068046 19.759757 -0.08 0.17 -0.37 0.572
H 17.300824 13.096689 18.758036 0.28 -0.42 0.19 0.000
H 16.062951 11.869490 18.733233 0.34 -0.50 -0.39 0.018
C 10.037756 18.852449 10.636018 -0.51 1.22 0.18 -0.950
Cl 11.061811 20.221072 9.935576 -0.86 -0.82 0.04 0.417
Cl 9.095521 17.879916 9.450071 0.72 0.48 0.32 0.463
H 10.830859 18.234990 11.098181 -1.18 0.19 0.11 0.020
H 9.226254 19.376440 11.263549 1.81 -1.14 -0.61 0.052
O 15.319411 18.047047 15.202413 -0.56 0.83 -0.16 0.134
C 15.800967 17.175788 15.838542 1.88 -1.89 -2.33 -0.455
O 16.447759 16.097019 15.147025 -1.23 0.61 1.27 -0.049
C 16.798518 15.034974 16.108463 -0.05 1.05 -1.25 -0.141
C 16.119525 15.502920 17.401198 2.14 -1.03 0.24 -0.156
C 15.998664 16.976451 17.276583 -0.35 0.80 0.88 -0.087
H 17.896886 15.016638 16.065050 -0.22 -0.01 0.69 0.127
H 16.467762 14.058535 15.745475 -0.31 0.39 -0.06 0.076
H 16.789261 15.183758 18.209598 -0.65 0.11 0.27 0.111
H 15.147691 15.106279 17.460912 -1.11 -0.98 0.26 0.090
H 16.930005 17.468871 17.571530 -0.19 0.26 -0.04 0.145
H 15.133629 17.409649 17.794577 0.43 -0.05 0.13 0.139
O 14.817142 9.932857 19.894994 0.89 0.65 -1.29 0.099
C 13.697724 9.784066 20.251293 -0.51 -0.76 2.11 -0.502
O 13.164931 8.538448 20.325690 0.13 -0.67 -0.32 -0.005
C 12.040165 8.476637 21.212179 -0.96 -0.83 -1.11 -0.165
C 12.122911 9.740933 22.028937 -1.38 1.44 -1.01 -0.126
C 12.804264 10.726191 21.028955 -0.11 -1.12 0.32 -0.109
H 12.109037 7.597163 21.843928 0.44 -0.21 0.00 0.116
H 11.146295 8.253874 20.557561 0.55 0.89 0.79 0.140
H 12.673550 9.546007 22.930323 0.52 0.23 0.27 0.104
H 11.141511 10.177626 22.294011 0.38 -0.54 0.07 0.124
H 13.434135 11.438002 21.534563 0.00 0.51 -0.08 0.070
H 12.053991 11.145707 20.351226 0.18 0.22 0.29 0.093
O 14.891429 13.623702 13.332211 -0.38 -0.87 0.72 0.133
C 15.594549 14.405776 12.786436 -0.01 0.83 -1.36 -0.465
O 16.951321 14.419640 12.890286 -0.62 -0.23 0.88 0.008
C 17.469087 15.630456 12.329827 -1.05 -1.21 -2.44 -0.117
C 16.431429 15.892876 11.205883 1.33 -0.53 -0.34 -0.165
C 15.146211 15.528792 11.812961 0.92 -0.04 2.50 -0.074
H 18.423291 15.340103 11.894621 0.24 0.57 0.42 0.131
H 17.427433 16.423048 13.035543 0.50 0.54 0.75 0.104
H 16.550320 15.202928 10.383846 0.68 -0.33 -0.33 0.119
H 16.480593 16.851848 10.781811 0.09 1.51 -0.34 0.102
H 14.413481 15.270213 11.108307 -1.20 -0.61 -0.54 0.106
H 14.825466 16.318834 12.481912 -0.54 0.31 0.11 0.125
C 12.138737 11.454448 17.140112 1.05 -1.22 0.06 -0.053
C 13.064421 11.901353 16.064227 2.08 -0.46 -0.29 -0.228
O 13.435373 13.275459 16.156133 -1.30 2.39 -1.22 -0.003
C 12.615453 14.176553 15.530267 0.58 1.65 1.42 -0.543
O 11.510395 14.032676 15.064289 1.18 -0.85 0.41 0.093
O 13.189608 15.462972 15.674447 0.20 -2.52 -0.05 -0.091
C 12.425254 16.503991 15.118524 -0.04 1.86 -1.48 -0.083
H 12.480253 11.842847 18.091475 -0.25 0.13 0.28 0.054
H 12.217987 10.357360 17.158129 -0.01 0.16 0.23 0.066
H 11.131119 11.667222 16.902542 -1.11 0.64 0.06 0.070
H 12.693956 11.682114 15.086785 -0.45 0.01 -0.74 0.112
H 14.085815 11.434955 16.090639 -1.08 -0.02 0.32 0.125
H 11.695168 16.079662 14.430537 -0.11 0.20 0.02 0.073
H 13.077051 17.255005 14.519189 -0.73 -1.50 1.20 0.112
H 11.894816 17.085544 15.894116 0.27 -0.37 -0.13 0.083
C 16.415713 7.484313 22.164994 -0.16 -0.20 -0.76 -0.071
C 15.997750 8.314150 23.357770 0.55 0.56 0.86 -0.167
O 15.464136 9.701174 23.167886 0.19 -1.73 0.06 0.025
C 16.338871 10.699099 23.067831 -0.05 -0.82 -0.79 -0.659
O 17.530481 10.637989 23.082593 0.94 -0.92 0.50 0.100
O 15.667011 11.809490 22.847654 -0.43 1.64 0.24 -0.009
C 16.512416 12.987150 22.851734 0.14 0.45 -1.68 -0.021
H 15.566097 6.963514 21.678329 0.47 0.18 0.41 0.080
H 17.150879 6.770975 22.585702 -0.54 0.03 -0.44 0.088
H 16.923492 8.013183 21.357788 0.06 0.32 0.25 0.076
H 16.878977 8.331032 24.034792 -0.70 0.61 -0.28 0.123
H 15.205754 7.763231 23.874481 -0.05 0.53 0.01 0.117
H 16.131226 13.736749 23.536929 -0.36 -0.14 0.04 0.086
H 16.567034 13.424706 21.794274 -0.23 -0.70 1.45 0.110
H 17.510038 12.683087 23.144613 0.05 0.19 -0.01 0.081
C 11.929199 12.333785 11.055156 1.20 -0.35 0.86 -0.049
C 11.272746 13.102335 12.196716 0.73 1.60 -2.01 -0.188
O 9.858204 13.107830 11.984315 -1.09 -1.05 -0.46 0.059
C 9.152492 14.135449 12.363612 0.72 2.95 0.97 -0.565
O 9.647809 15.199241 12.759800 -1.10 -1.70 -0.52 0.067
O 7.813090 13.931714 12.247456 0.66 -0.32 0.72 0.006
C 7.053014 14.962384 12.902044 -2.12 -0.47 -0.80 -0.045
H 11.694546 11.280476 11.053457 0.02 -0.40 0.12 0.070
H 13.029650 12.473832 11.121337 -0.51 -0.38 0.45 0.081
H 11.754002 12.690098 10.060005 -0.85 0.62 -0.38 0.069
H 11.678245 14.125851 12.092123 -0.53 -0.23 0.38 0.124
H 11.438322 12.808518 13.205356 0.38 -0.70 0.48 0.091
H 7.283997 15.876216 12.422703 0.71 1.24 0.28 0.074
H 7.047451 14.946364 13.992125 0.85 0.04 -0.13 0.080
H 5.961514 14.872686 12.658450 0.97 -0.79 -0.15 0.107
```
Forces are in eV/Å.

Molecular weight = 995.250 g mol⁻¹
Net charge = 0
E_tot = -6866.68791 Eh
E_LUMO = 0.0066 Ha
Maximum force = 3.5 eV Å⁻¹

=====

(2)
ORCA calculation (ωB97M-V/def2-TZVPD) on C29H52IrP2Si as an isolated structure.

```
85
Properties=species:S:1:pos:R:3:forces:R:3:lowdin_spin:R:1
Ir -1.339254 -2.071301 0.583510 1.88 3.84 -1.02 1.567
C 0.783409 0.019873 2.413876 0.83 0.01 -0.69 0.222
C -0.483530 -0.283798 2.939583 -0.65 -1.11 0.37 0.326
C 0.334508 -2.202119 1.796570 1.17 1.61 2.32 0.249
C 1.280141 -1.086368 1.703532 -0.33 -0.45 0.24 0.262
C -0.852549 -1.651479 2.564367 1.20 0.01 0.69 0.190
C 1.593551 1.247393 2.681963 -0.12 0.13 0.09 0.040
H 0.996654 2.024313 3.178986 0.23 -0.23 -0.13 0.000
H 2.010723 1.671739 1.750660 -0.10 -0.28 0.32 0.024
H 2.450671 1.003324 3.334546 -0.27 0.06 -0.19 0.010
C 2.665354 -1.164305 1.200940 0.42 -0.14 -0.42 0.036
H 2.904442 -0.327913 0.519363 -0.01 -0.25 0.33 0.008
H 2.817488 -2.106659 0.663413 0.19 0.25 0.08 0.000
H 3.376875 -1.118885 2.045971 -0.19 -0.03 -0.32 0.015
C 0.750185 -3.631341 1.879734 -0.04 0.00 -0.52 0.056
H 1.015012 -3.887493 2.916186 -0.04 -0.07 -0.28 0.014
H 1.597192 -3.808874 1.204639 -0.19 -0.14 0.32 0.002
H -0.095805 -4.246834 1.551292 0.25 -0.35 0.24 0.017
C -1.671848 -2.504184 3.470786 -0.24 -0.24 0.29 0.056
H -1.018694 -2.970370 4.222225 -0.28 0.03 0.03 0.011
H -2.182442 -3.287810 2.898003 0.13 0.01 0.39 0.018
H -2.433306 -1.896815 3.968734 0.10 -0.25 0.03 0.002
C -1.133401 0.484109 4.026364 -0.50 0.41 -0.11 0.050
H -0.595476 0.334767 4.985023 -0.24 0.02 -0.42 0.021
H -2.182932 0.177505 4.157966 0.42 0.22 0.07 0.002
H -1.103016 1.562729 3.799437 -0.06 -0.33 0.20 0.009
C 1.159491 2.002677 -1.061111 -0.45 1.65 -0.06 0.042
C 0.486184 2.617515 -0.056044 0.14 -1.47 -0.97 -0.012
C -0.874458 2.173407 0.401716 -0.37 0.41 0.67 0.006
C -2.014953 1.886530 -0.586637 -0.66 0.38 0.10 0.003
C -2.132443 0.436864 -1.146755 0.07 -1.27 0.55 0.046
C -0.989396 -0.606943 -1.159388 -0.36 -1.84 0.51 0.301
C 0.411207 -0.256998 -1.521121 0.47 -0.51 -0.24 0.051
C 0.511791 1.145460 -2.094478 0.34 0.13 0.02 0.016
H -1.213043 2.971506 1.090220 -0.22 -0.44 -0.30 0.000
H -2.099147 2.687805 -1.342056 0.43 -0.48 0.20 0.001
H -0.808191 1.256171 1.029713 0.22 0.46 -0.19 0.005
H -0.471768 1.564135 -2.329904 0.37 -0.17 -0.13 0.002
H 3.073751 1.885438 -2.142142 0.02 0.35 0.46 0.026
H 1.021423 3.313687 0.587026 -0.11 -0.14 -0.12 0.012
H 1.097109 1.087876 -3.028051 -0.12 0.44 0.40 0.003
H 1.054871 -0.381549 -0.643597 0.04 0.38 -0.14 0.016
H -1.244758 -1.494278 -1.785762 -0.24 0.85 0.05 0.019
H 0.836296 -0.974708 -2.247213 -0.42 0.04 0.25 0.004
H -2.944078 1.984518 0.005596 0.38 0.21 -0.26 0.000
H -2.904612 -0.017491 -0.494419 0.15 0.05 -0.01 0.015
P -2.942178 0.119939 -2.714623 0.44 1.50 0.10 0.016
P -2.908745 -3.049920 -0.422110 -3.34 -2.37 -2.23 0.174
C -3.970491 -1.356896 -2.595727 -0.36 -0.03 -0.24 0.002
C -3.340874 -2.708842 -2.229016 0.42 0.01 0.48 0.030
H -4.376758 -1.446917 -3.612086 -0.14 0.01 0.10 0.001
H -4.823867 -1.107592 -1.941648 0.28 -0.09 -0.17 0.000
H -4.064723 -3.500504 -2.471502 0.16 0.21 -0.02 0.004
H -2.420572 -2.927132 -2.809418 -0.54 0.18 0.18 0.000
C -2.359032 -4.771148 -0.706322 -0.18 -0.17 0.23 0.033
H -2.033678 -5.206405 0.241022 -0.09 -0.07 -0.09 0.004
H -1.497214 -4.760433 -1.385564 -0.19 0.03 0.12 0.002
H -3.147613 -5.395438 -1.136063 0.08 0.05 0.02 0.005
C -4.544157 -3.035329 0.391201 -0.06 -0.14 0.03 0.038
H -5.300689 -3.593592 -0.164176 0.06 -0.03 -0.05 0.006
H -4.889322 -1.998899 0.508528 0.16 -0.23 0.00 0.001
H -4.451358 -3.475937 1.390457 0.01 0.12 -0.17 0.001
C -1.819025 -0.072694 -4.108507 -0.05 -0.21 -0.32 0.002
H -1.024411 0.685528 -4.136632 -0.40 -0.22 0.09 0.000
H -2.445648 0.037175 -5.005435 0.25 -0.09 0.10 0.000
H -1.362428 -1.074789 -4.113161 -0.15 0.38 0.00 0.000
C -3.944974 1.594426 -2.983718 -0.61 -0.27 -0.70 0.006
H -4.887227 1.499037 -2.423565 0.22 0.12 -0.24 0.000
H -4.149010 1.671736 -4.060171 -0.25 0.13 0.31 0.001
H -3.430486 2.508943 -2.657428 -0.10 -0.50 -0.19 0.000
C 6.237531 1.843210 -0.544235 -0.17 -0.37 -0.17 0.023
Si 5.030397 3.121555 0.105684 0.66 0.46 0.50 0.087
C 5.250499 3.315092 1.952210 0.08 0.16 0.20 0.003
C 5.221058 4.731980 -0.842875 -0.27 0.01 -0.01 0.012
C 3.254349 2.605768 -0.114293 1.08 -0.38 -1.51 0.683
C 2.602677 2.190600 -1.189023 -0.23 -0.07 0.71 0.091
H 7.249688 2.268035 -0.614039 -0.28 -0.03 0.06 0.004
H 5.957475 1.487144 -1.545855 0.12 0.09 0.18 0.000
H 6.285349 0.967828 0.119666 0.00 0.21 -0.16 0.000
H 5.851471 4.202428 2.195153 -0.15 -0.24 0.04 0.000
H 4.260583 3.425309 2.416747 0.29 0.07 0.02 0.002
H 5.744761 2.439673 2.396569 -0.12 0.21 -0.09 0.000
H 5.209927 4.561315 -1.929385 0.01 0.00 0.27 0.000
H 4.382351 5.402253 -0.606559 0.25 -0.07 -0.05 0.000
H 6.157138 5.242665 -0.587363 -0.15 -0.11 -0.02 0.002
```
Forces are in eV/Å.

Molecular weight = 682.986 g mol⁻¹
Net charge = +2
Energy above the lowest of the compared OMol25 structures with the same formula, charge and spin = 0.00 kcal per mole
E_tot = -2211.93641 Eh
E_LUMO (alpha / beta) = -0.1941 / -0.2945 Ha
Maximum force = 4.7 eV Å⁻¹
Spin multiplicity = 6

=====

> Look up the E_tot of the first one.

-6866.68791 Eh

=====

> The lowest net charge belongs to which entry?

C29H52Cl10O15